[1]
{
  "formula": "C28H13BrF10FeN2O7P2S4",
  "method": "wB97M-V/def2-TZVPD",
  "charge": -1,
  "total_energy_ev": -240088.3206,
  "largest_force_ev_per_a": 1.64,
  "molar_mass_da": 1005.4,
  "lumo_energy_ev": [0.87, 0.23],
  "relative_energy_kcal_mol": 13.33,
  "gap_ev": [6.3, 6.7],
  "multiplicity": 6,
  "symbols": ["S", "C", "H", "F", "C", "C", "F", "C", "S", "C", "S", "H", "C", "C", "H", "O", "H", "C", "C", "F", "C", "C", "C", "O", "O", "C", "C", "H", "F", "C", "C", "H", "C", "O", "P", "F", "C", "C", "S", "C", "F", "H", "P", "C", "C", "H", "Br", "F", "N", "Fe", "O", "H", "O", "F", "C", "C", "C", "O", "C", "N", "H", "F", "H", "H", "F", "C", "H", "C"],
  "positions_angstrom": [[3.72008, 0.25539, 1.67576], [1.04248, 4.33259, -1.00354], [-1.44922, -0.44491, -0.09654], [0.93588, 5.32419, -0.11824], [4.04828, 0.16559, 3.33366], [-4.25512, -0.32021, 2.81256], [2.29778, -2.45031, 1.61376], [1.09728, 4.64539, -2.35684], [1.41508, 0.25529, 4.11656], [2.66178, -1.78491, -2.16204], [3.70458, 0.26139, 5.98586], [3.83008, -3.31201, -3.09154], [3.77858, 0.31669, -1.81304], [-1.80902, 0.20129, 2.64596], [0.69428, -0.74251, -3.77404], [-6.29212, -1.60561, 4.01906], [-1.32592, -1.52271, -4.88304], [3.09668, 0.21739, 4.33686], [1.19918, 1.95129, -1.48674], [-0.38922, -4.24601, 1.27426], [-1.44432, -0.64641, -1.15554], [-0.22062, -0.80491, -3.20864], [-2.55072, -1.41951, -3.13684], [-7.73302, -0.88451, 2.59306], [-1.62272, 0.08889, 3.84076], [-1.36542, -1.26531, -3.83594], [4.94458, -1.50191, -2.85334], [5.80808, 0.41949, -2.45544], [1.51058, 1.36029, -3.75814], [-5.86642, 0.42709, 1.16816], [-4.84312, 1.08399, 0.49846], [-6.88012, 0.47379, 0.79826], [-0.26192, -0.45111, -1.86374], [-0.92282, 0.22959, 1.73216], [0.96208, -3.43731, 1.45586], [1.33688, 3.88229, -4.58514], [-2.57602, -1.13331, -1.78304], [2.62748, -0.46251, -1.73044], [5.72468, 0.05949, 3.86146], [-5.55802, -0.27451, 2.32426], [1.01328, 5.91209, -2.76844], [-3.44282, -1.76961, -3.63764], [1.15478, 0.17859, -0.87504], [1.30988, 2.29899, -2.83064], [-3.52522, 1.02369, 0.95576], [-3.47132, -1.30421, -1.20414], [1.00068, 2.70369, 1.29826], [1.72638, -4.28101, 0.34716], [-6.60152, -0.97261, 3.03106], [1.07958, -0.39851, 1.74156], [-6.31812, 1.86869, -1.05024], [3.77268, 1.32589, -1.42404], [6.29938, 0.13309, 6.42956], [0.22688, -2.40931, 2.53336], [1.08468, 3.00559, -0.57784], [4.92598, -0.19881, -2.38344], [-3.23942, 0.32099, 2.11746], [-4.23312, 2.36809, -1.27784], [5.43208, 0.14729, 5.60716], [-5.15422, 1.82559, -0.69254], [5.84758, -1.90331, -3.29024], [0.47898, -2.35791, 0.27666], [-2.73732, 1.52929, 0.41796], [-4.03092, -0.84731, 3.72686], [1.47618, -4.34761, 2.65016], [1.24788, 3.61509, -3.27754], [1.79308, -2.41491, -2.04264], [3.81328, -2.29271, -2.73584]]
}

=====

[2]
{
  "formula": "C40H42CrNOP2",
  "method": "wB97M-V/def2-TZVPD",
  "total_energy_ev": -92689.7545,
  "largest_force_ev_per_a": 3.35,
  "molar_mass_da": 666.7,
  "lumo_energy_ev": [-0.23, -0.24],
  "relative_energy_kcal_mol": 0.00,
  "gap_ev": [4.4, 6.8],
  "multiplicity": 6,
  "symbols": ["H", "C", "H", "H", "C", "H", "C", "C", "C", "H", "H", "H", "C", "C", "C", "C", "C", "C", "C", "C", "H", "C", "H", "H", "H", "C", "H", "P", "H", "H", "H", "H", "C", "C", "C", "H", "C", "C", "C", "H", "H", "C", "H", "C", "C", "H", "H", "C", "H", "C", "C", "C", "H", "C", "H", "C", "H", "H", "H", "C", "C", "H", "H", "H", "H", "C", "H", "H", "H", "C", "H", "Cr", "C", "H", "P", "C", "C", "C", "C", "H", "N", "H", "O", "H", "H", "H", "C"],
  "positions_angstrom": [[-5.18794, 3.99559, 2.31499], [-2.32919, -3.92130, -2.01230], [-6.23879, 2.08342, 1.83102], [-3.21410, -0.73431, 2.48344], [-2.72043, 0.06746, 1.90400], [0.87497, -0.11928, 0.08526], [-4.62429, 3.12771, 2.74190], [-1.60551, -3.29146, -3.03020], [-5.92542, 6.38026, -0.04771], [-3.00177, 4.57073, 2.42077], [5.81104, 0.55595, -1.09384], [-4.98634, 2.96047, 3.80524], [1.39065, 0.52763, 0.79953], [8.13408, -0.63975, 1.08565], [7.29539, -1.42397, 1.89953], [3.02044, -4.44862, -2.30220], [-0.33000, -4.00117, -0.64197], [5.06297, -5.68676, -2.76332], [6.22367, -0.00503, -0.26136], [-6.30079, 6.53885, -1.38478], [0.16279, -4.27457, 0.29085], [-2.35701, 1.18553, 2.90540], [3.20404, -2.44104, 2.03043], [-1.38390, 0.88722, 3.32911], [-4.56245, 5.41654, 1.33484], [2.77444, 0.37666, 1.02656], [5.29441, -2.15401, 2.24037], [3.60626, -0.90583, 0.05119], [6.14834, -5.78893, -2.69720], [-2.49249, 2.16478, -2.84683], [2.32371, -7.34097, -3.97403], [-3.45841, -0.17835, -0.16681], [-5.54398, 5.88999, -2.35079], [-1.68715, 1.92121, -2.13214], [-3.19271, 3.52067, 2.64967], [0.73708, 2.98247, 3.08142], [-2.20489, 2.61558, 2.40278], [2.27170, -5.45330, -2.93008], [-1.68389, -4.28229, -0.82718], [4.48900, 1.04146, 2.16061], [-3.04938, 1.16089, 3.76284], [-4.68961, 1.27263, 0.77848], [-3.39371, -4.12036, -2.13605], [5.38473, -0.81029, 0.53144], [2.91610, -6.56627, -3.48125], [4.81175, -7.55402, -3.84823], [-7.15368, 7.17212, -1.64898], [1.30867, 2.26436, 2.49078], [5.00998, -3.80873, -1.71036], [3.42066, 1.16950, 1.98210], [0.68432, 1.48424, 1.51070], [4.41911, -4.57132, -2.21773], [-1.38560, 0.88336, -2.30174], [4.30998, -6.68599, -3.40615], [-5.71228, 6.05792, -3.41386], [-5.18734, 1.82909, 2.02018], [-1.17458, 3.00508, 2.45571], [2.26592, -4.37978, 0.55463], [-2.23229, -4.78565, -0.03129], [3.03294, -2.39532, 0.94370], [-3.51544, 0.53099, 0.68432], [3.17687, 2.72021, 3.46289], [-6.44072, 6.94128, 0.72960], [8.24206, 0.67893, -0.61618], [9.20981, -0.58806, 1.30491], [-4.51942, 5.01910, -1.97108], [1.18848, -5.38822, -2.97694], [-2.09406, -3.02695, -3.96611], [0.31452, -2.49415, -3.63813], [5.92624, -1.52054, 1.61669], [-0.81813, 2.56937, -2.34815], [-1.99088, 2.22054, -0.14438], [7.58655, 0.06950, 0.00896], [-1.79180, -0.37437, 1.50306], [2.18235, -2.97458, -1.52756], [-4.89908, 5.50308, 0.29344], [-0.25497, -2.99903, -2.85615], [2.68087, 2.10489, 2.71095], [0.39400, -3.37611, -1.66564], [-3.93800, 4.49824, -2.72511], [-4.21108, 4.79814, -0.66279], [-5.16530, 1.03260, 2.77133], [-3.20044, 3.97650, -0.29454], [7.71110, -1.96583, 2.75453], [-5.23658, 1.46602, -0.16169], [-0.38583, 1.60908, 1.28041], [2.46966, -3.37134, 0.18663]]
}

=====

[3]
{
  "formula": "C4H8NO3",
  "method": "wB97M-V/def2-TZVPD",
  "total_energy_ev": -11903.5070,
  "largest_force_ev_per_a": 8.46,
  "molar_mass_da": 118.1,
  "lumo_energy_ev": [-0.81, -4.59],
  "relative_energy_kcal_mol": 125.98,
  "gap_ev": [9.6, 5.4],
  "multiplicity": 2,
  "symbols": ["C", "H", "O", "H", "H", "C", "H", "N", "O", "H", "C", "O", "H", "H", "C", "H"],
  "positions_angstrom": [[0.40390, 0.58238, 0.52956], [-0.90159, -1.41580, -0.16122], [0.30895, -3.12981, 2.17325], [-0.09347, 1.16063, 1.34900], [1.78365, -0.95948, 0.05490], [0.92422, -0.80307, 0.79209], [1.36787, 0.70785, -1.37006], [-0.20851, -1.69031, 0.54820], [-1.59164, -3.50517, 0.92176], [-1.93125, 4.54947, -2.83633], [0.56139, 1.24064, -0.72900], [0.35069, 2.50775, -0.98132], [-1.31157, 4.10615, -2.87210], [1.22109, -0.86431, 1.84599], [-0.53728, -2.89093, 1.26131], [-0.34644, 0.40399, -0.52603]]
}